{
  "formula": "C30H80N20O25",
  "method": "ωB97M-V/def2-TZVPD",
  "symbols": ["C", "C", "O", "C", "O", "O", "C", "H", "H", "H", "H", "H", "H", "H", "H", "C", "C", "O", "C", "O", "O", "C", "H", "H", "H", "H", "H", "H", "H", "H", "C", "C", "O", "C", "O", "O", "C", "H", "H", "H", "H", "H", "H", "H", "H", "C", "C", "O", "C", "O", "O", "C", "H", "H", "H", "H", "H", "H", "H", "H", "C", "C", "O", "C", "O", "O", "C", "H", "H", "H", "H", "H", "H", "H", "H", "C", "O", "N", "N", "H", "H", "H", "H", "C", "O", "N", "N", "H", "H", "H", "H", "C", "O", "N", "N", "H", "H", "H", "H", "C", "O", "N", "N", "H", "H", "H", "H", "C", "O", "N", "N", "H", "H", "H", "H", "C", "O", "N", "N", "H", "H", "H", "H", "C", "O", "N", "N", "H", "H", "H", "H", "C", "O", "N", "N", "H", "H", "H", "H", "C", "O", "N", "N", "H", "H", "H", "H", "C", "O", "N", "N", "H", "H", "H", "H"],
  "positions_angstrom": [[1.743477, 1.895518, -7.053608], [0.324003, 1.855474, -6.476934], [0.365658, 2.013893, -5.060507], [-0.692403, 2.128264, -4.260615], [-0.555610, 2.400129, -3.108766], [-1.813780, 2.020288, -4.961614], [-3.056319, 2.043871, -4.342284], [1.879145, 1.552748, -8.079380], [2.421424, 1.297860, -6.444277], [2.110063, 2.906661, -6.876672], [-0.154489, 0.910360, -6.733646], [-0.364266, 2.614450, -6.848892], [-3.756594, 2.810315, -4.674403], [-3.013717, 1.887160, -3.264452], [-3.445213, 1.078774, -4.667013], [-0.432253, -9.593740, 2.305068], [0.167952, -8.181344, 2.191359], [-0.949472, -7.272962, 2.271430], [-0.699428, -6.004702, 2.532103], [0.401156, -5.453086, 2.793717], [-1.892888, -5.347320, 2.714132], [-1.932574, -4.050345, 3.244553], [-1.328897, -9.830360, 1.732233], [-0.544553, -9.869717, 3.353557], [0.217485, -10.364596, 1.890692], [0.424417, -8.117145, 1.133906], [1.010830, -7.942637, 2.839943], [-1.212423, -3.315066, 2.885617], [-1.702893, -4.241924, 4.292719], [-2.940039, -3.634418, 3.255347], [-2.614717, 5.721623, -0.015014], [-2.175412, 6.555396, -1.176151], [-3.267816, 7.009320, -1.983663], [-3.418811, 6.354126, -3.174081], [-2.730792, 5.413617, -3.607546], [-4.568876, 6.793483, -3.614647], [-4.781512, 6.703973, -4.989071], [-3.149593, 4.835967, -0.358002], [-3.440628, 6.207761, 0.504264], [-1.811191, 5.379090, 0.636990], [-1.444804, 5.969182, -1.733522], [-1.715260, 7.439036, -0.733942], [-5.765272, 7.004941, -5.349247], [-4.643360, 5.744655, -5.487796], [-4.032631, 7.386423, -5.390977], [-2.877254, -2.002565, -3.077430], [-1.465876, -2.531189, -3.047874], [-1.467703, -4.009593, -2.888881], [-1.721553, -4.587023, -1.662900], [-2.065373, -4.031229, -0.648186], [-1.524435, -5.919084, -1.857216], [-1.815337, -6.812096, -0.811332], [-3.638020, -2.748043, -3.308925], [-2.951819, -1.281527, -3.891464], [-3.161611, -1.594626, -2.107472], [-0.890540, -2.114224, -2.221287], [-0.897368, -2.391207, -3.967276], [-1.240712, -7.732905, -0.911386], [-2.894781, -6.920623, -0.705881], [-1.636966, -6.415335, 0.188099], [-0.596966, 2.420281, 0.141099], [0.760431, 2.302718, 0.834700], [1.019912, 1.014261, 1.498535], [1.198648, -0.098750, 0.850568], [1.606868, -0.206514, -0.334262], [0.710928, -1.086710, 1.655283], [0.943008, -2.436526, 1.302891], [-0.648888, 3.386751, -0.360231], [-1.464117, 2.355292, 0.798315], [-0.727146, 1.618068, -0.585260], [0.664510, 3.087773, 1.584767], [1.603036, 2.600132, 0.210470], [0.136680, -2.783793, 0.656871], [0.915876, -3.129828, 2.143527], [1.921634, -2.544802, 0.835268], [-3.731654, -0.560875, 0.926598], [-3.655192, 0.660993, 0.908131], [-2.743500, -1.344004, 0.637288], [-4.709149, -1.326006, 1.336855], [-2.815103, -2.351401, 0.648528], [-1.864202, -0.917113, 0.382940], [-4.695058, -2.311279, 1.115171], [-5.469893, -0.904143, 1.850080], [1.922846, 5.156190, -1.755737], [2.703205, 5.876438, -1.192206], [2.148573, 3.895241, -1.887775], [0.727251, 5.455344, -2.187935], [3.144883, 3.738988, -1.943047], [1.442837, 3.204077, -2.098305], [0.330438, 6.377344, -2.075875], [0.130949, 4.719076, -2.537844], [4.011369, -2.485286, 3.484250], [3.579634, -1.339803, 3.231688], [4.056648, -3.039949, 4.672551], [4.376748, -3.362402, 2.601410], [3.543773, -2.587204, 5.415571], [4.284683, -4.023139, 4.710667], [4.487994, -3.039341, 1.650958], [4.343972, -4.356039, 2.779490], [3.863462, 0.698077, -3.596195], [4.800328, 0.828363, -4.263624], [2.880253, -0.129313, -3.828511], [3.711445, 1.163972, -2.315051], [2.166268, -0.187898, -3.116542], [2.946959, -0.683751, -4.670084], [4.459839, 1.574937, -1.775510], [2.913032, 0.835190, -1.791086], [3.095488, -6.280045, -0.028497], [2.861184, -7.509631, -0.000872], [2.247883, -5.241468, 0.113693], [4.215984, -5.810126, -0.493396], [1.254282, -5.422671, 0.113637], [2.667985, -4.327274, 0.025014], [4.307948, -4.804326, -0.491309], [4.918567, -6.514040, -0.669435], [-0.419389, 4.747661, 3.813943], [-1.433360, 4.435080, 3.138397], [-0.430631, 5.613807, 4.779998], [0.663003, 4.124899, 4.007705], [0.300887, 5.672185, 5.473953], [-1.309343, 5.985169, 5.111738], [0.824454, 3.199474, 3.636717], [1.075818, 4.467296, 4.863538], [4.869497, -2.166558, -0.430882], [4.346796, -3.190598, -0.208375], [5.570325, -1.922609, -1.542759], [4.809827, -1.130286, 0.367848], [5.201137, -2.528159, -2.261855], [6.290811, -1.246823, -1.753263], [4.186025, -1.131090, 1.162194], [5.214264, -0.227736, 0.163097], [-5.689529, 2.992390, 2.165405], [-6.432462, 3.678997, 2.853509], [-5.887300, 1.764792, 1.726183], [-4.580399, 3.551029, 1.789116], [-6.505944, 1.154888, 2.241360], [-5.060782, 1.344894, 1.325352], [-3.790409, 3.018807, 1.453317], [-4.446324, 4.490861, 2.133863], [3.646822, 4.140560, 1.766811], [3.912578, 3.703569, 2.863367], [2.825853, 5.104539, 1.569050], [4.156667, 3.625320, 0.726347], [2.751122, 5.644726, 0.718918], [2.281501, 5.350595, 2.383442], [4.928210, 2.981828, 0.829966], [3.734170, 3.935323, -0.137069], [0.070475, -1.499773, 6.391782], [1.073230, -1.774464, 6.989560], [-0.120496, -1.526373, 5.137375], [-1.022709, -1.036253, 6.914236], [0.609026, -1.906225, 4.551192], [-0.943127, -1.071394, 4.768086], [-1.742240, -0.674002, 6.305006], [-1.203204, -1.144125, 7.902108]],
  "atomic_forces_ev_per_a": [[0.0, 0.6, 1.4], [-0.8, -0.7, -0.8], [1.2, -0.1, 0.7], [0.3, 0.6, -2.0], [-0.2, 0.0, 1.3], [1.1, 0.6, -0.6], [-1.5, -2.1, 0.7], [-0.5, 0.3, 0.0], [-0.2, -0.3, 0.1], [0.2, 0.1, -0.6], [0.0, -0.2, 0.2], [0.4, 0.2, -0.4], [0.7, 0.4, 0.1], [0.2, 0.8, 0.1], [-0.7, 0.0, -0.1], [0.7, -0.5, 0.8], [-1.0, -1.2, -2.3], [-0.2, 0.8, 0.7], [1.6, 2.9, 2.7], [-3.0, -1.9, -1.3], [0.4, -1.8, -2.1], [0.7, 0.2, 2.0], [-0.4, 0.9, 0.2], [-0.5, 0.0, 0.0], [0.7, 0.3, 0.1], [1.0, 0.3, 0.2], [-0.4, 0.1, 0.0], [0.0, -0.4, -0.5], [0.2, 0.7, 0.3], [0.0, -0.4, -0.7], [-1.7, -0.9, -0.1], [0.8, 0.0, 0.8], [0.9, -1.0, -1.0], [1.2, -2.4, 1.8], [-1.4, 2.8, 0.6], [-1.3, 0.0, -0.2], [0.6, 0.3, -2.2], [0.3, -0.4, -0.3], [0.4, 0.4, 0.6], [0.0, 0.4, 0.1], [-0.5, 0.5, -0.3], [0.2, 0.3, -0.5], [-0.1, 0.4, 1.0], [0.4, -0.4, 0.7], [-0.2, 0.0, -0.7], [-0.3, 0.2, -0.2], [-0.1, -1.6, 0.8], [0.0, -0.3, 1.5], [0.5, 0.2, -2.1], [0.2, -0.3, -0.2], [0.2, 1.2, -0.2], [-0.8, 0.4, 1.6], [0.3, -0.3, -0.1], [-0.1, 0.4, 0.3], [0.0, 0.3, -0.2], [0.0, 0.1, 0.0], [-0.2, 0.0, 0.0], [-0.3, 0.1, -0.4], [-0.2, -0.7, -0.6], [0.7, 0.4, -0.2], [0.2, -1.1, -0.3], [-0.5, 0.5, 0.0], [-0.6, 1.6, 0.6], [-0.3, -0.8, -2.7], [-0.8, -0.2, 3.1], [0.7, 0.9, -0.2], [0.3, -0.7, -0.7], [0.1, 0.0, -0.1], [0.3, 0.0, 0.4], [0.0, 0.2, -0.3], [0.7, -0.6, 0.6], [-0.1, -0.5, -0.1], [0.1, 0.0, -0.5], [0.1, 0.6, 0.5], [-0.2, 0.1, -0.2], [0.9, 0.9, 0.4], [0.1, 0.6, -0.2], [4.3, -1.3, -1.7], [-4.2, -0.4, 1.4], [0.3, 0.2, -0.1], [-0.1, -0.3, -0.2], [-0.4, 0.3, 0.3], [-0.1, -0.5, -0.4], [-1.3, 0.6, 0.7], [1.9, 2.5, 0.7], [2.3, -4.1, -0.2], [-3.1, 2.0, -0.9], [-0.4, -1.1, -0.2], [0.4, -0.1, -0.5], [0.3, -0.3, 0.0], [0.0, 0.2, -0.2], [-1.9, 2.2, 0.0], [0.8, -0.8, 0.0], [-0.3, -0.1, 3.4], [1.4, -1.5, -3.7], [0.1, -0.3, 0.1], [-0.2, 0.4, 0.5], [-0.2, -0.8, 0.1], [0.1, 0.4, -0.2], [-1.7, -0.7, 4.5], [4.8, 1.4, -3.7], [-2.5, -1.7, -1.4], [0.0, 1.5, 1.4], [-0.3, -0.7, -0.8], [-0.6, 0.0, 0.3], [0.0, -0.1, -0.5], [0.3, 0.1, 0.4], [-1.8, -2.4, -1.4], [-0.5, 1.3, 0.8], [-1.7, -0.2, 1.0], [3.2, -0.4, -0.4], [0.3, 0.4, 0.3], [-0.8, 0.0, 0.0], [1.1, -0.3, -0.5], [0.2, 0.6, 0.0], [-6.1, -1.6, -1.2], [2.0, 0.9, 0.0], [-2.6, 5.9, 3.7], [5.6, -4.1, -1.0], [-0.4, 0.2, -0.3], [0.1, 0.1, -0.5], [0.4, 0.2, 0.1], [1.2, -1.7, -0.8], [2.6, 5.1, -1.1], [-2.9, -4.4, 0.8], [0.4, -1.4, -2.4], [-0.3, 2.2, 2.4], [0.9, 0.2, -0.5], [-0.6, 0.0, 0.3], [0.0, 0.0, 0.5], [-0.1, -0.4, -0.3], [-1.8, 1.3, 1.7], [-1.7, -0.2, 0.8], [-1.2, -2.1, -0.3], [3.7, 1.5, -1.6], [-0.1, 0.5, -0.1], [0.1, -0.5, -0.2], [-0.1, 0.2, 0.1], [0.2, -0.4, -0.1], [0.6, -0.9, 3.5], [0.3, -0.7, 2.7], [-3.6, 3.8, 0.2], [2.2, -2.0, -5.2], [0.0, -0.2, -0.1], [0.1, 0.2, -0.3], [-0.4, 0.2, -0.3], [0.8, -0.4, -0.2], [1.1, 0.3, 1.9], [2.0, -1.2, 1.2], [0.8, -1.0, -6.6], [-4.1, 1.8, 3.9], [-0.2, 0.5, -0.3], [0.6, -0.5, -0.6], [-0.1, -0.2, 0.8], [0.1, 0.3, -0.3]],
  "total_charge": -1,
  "e_homo_ev": [0.29, -7.02],
  "total_energy_ha": -4167.408069,
  "spin_multiplicity": 2,
  "homo_lumo_gap_ev": [1.613, 8.964]
}